# 1
Below is C15H17F3N3O6P2Rh as an isolated structure in a non-equilibrium geometry, with properties calculated with wB97M-V/def2-TZVPD.

```
47
C15H17F3N3O6P2Rh | the Open Molecules 2025 dataset | wB97M-V/def2-TZVPD
Rh -0.02 -0.51 -0.49
N 3.17 -2.94 -2.99
C 2.00 -1.97 -3.02
C 1.64 -1.72 -4.49
P 2.50 -0.41 -2.20
O 3.11 -0.98 -0.81
O 3.50 0.38 -2.91
O 1.11 0.24 -1.81
P 0.65 -2.86 -2.12
O -0.69 -2.11 -2.58
O 0.83 -4.28 -2.38
O 0.70 -2.35 -0.66
H 3.80 -2.77 -3.78
H 2.79 -3.90 -3.05
H 3.71 -2.86 -2.12
H 2.48 -1.27 -5.01
H 0.81 -1.01 -4.55
H 1.35 -2.65 -4.98
H 3.94 -0.51 -0.62
H -1.18 -2.45 -3.34
N -1.71 0.73 -0.14
C -2.68 1.30 0.12
C -3.88 1.99 0.44
C -3.85 3.39 0.50
C -5.02 4.06 0.81
C -6.18 3.34 1.06
C -6.20 1.95 1.00
C -5.05 1.26 0.69
H -2.94 3.93 0.30
H -5.02 5.14 0.86
H -7.09 3.87 1.31
H -7.12 1.41 1.20
H -5.05 0.18 0.63
F 3.25 -0.34 5.51
C 2.70 0.73 4.96
F 1.79 1.23 5.80
F 3.64 1.66 4.76
C 2.03 0.39 3.63
C 1.93 -0.91 3.19
C 1.33 -1.17 1.98
N 0.83 -0.16 1.25
C 0.92 1.12 1.66
C 1.52 1.43 2.86
H 2.32 -1.74 3.78
H 1.24 -2.16 1.56
H 0.50 1.87 1.01
H 1.58 2.46 3.18
```

LUMO   -0.317 Eh
Calculated total energy   -62313.96209 eV
Net charge   +2
HOMO   -15.1195 eV

So, what does the natural (NBO) scheme give us? The charges, in e, come out as: 1.4085 -0.6909 -0.6466 -0.6507 2.3548 -1.0226 -1.0216 -0.9225 2.3790 -1.0186 -1.0493 -1.0329 0.4522 0.4808 0.4557 0.2575 0.2602 0.2441 0.5365 0.5529 -0.5887 0.5816 -0.2564 -0.1309 -0.1970 -0.1193 -0.1963 -0.1298 0.2338 0.2476 0.2455 0.2478 0.2352 -0.2945 0.9659 -0.2942 -0.2958 -0.0177 -0.1976 0.0643 -0.3501 0.0462 -0.1885 0.2783 0.2643 0.2452 0.2745


# 2
Below is a 2-piece molecular cluster, C3N2O2S overall in a non-equilibrium geometry, with properties calculated with wB97M-V/def2-TZVPD.

```
8
C3N2O2S | the Open Molecules 2025 dataset | wB97M-V/def2-TZVPD
C -3.65 0.62 -0.10
C -0.09 -0.52 -0.27
C 2.54 -0.41 0.10
N -3.64 1.81 -0.16
N 1.06 -0.34 -0.08
O 2.94 -1.48 -0.41
O 3.09 0.44 0.71
S -4.06 -0.91 0.10
```

Energy above the lowest of the compared OMol25 structures with the same formula, charge and spin   0.584 eV
LUMO   0.212 Eh
Calculated total energy   -21021.36459 eV
Net charge   -2
HOMO   -0.7885 eV

So, what does the natural (NBO) scheme give us? The charges, in e, come out as: 0.0454 0.2232 0.8731 -0.5984 -0.6267 -0.7639 -0.7066 -0.4461


# 3
Below is C13H21N3O11P2S2Sc as an isolated structure in a non-equilibrium geometry, with properties calculated with wB97M-V/def2-TZVPD.

```
53
C13H21N3O11P2S2Sc | the Open Molecules 2025 dataset | wB97M-V/def2-TZVPD
Sc -0.35 0.31 0.61
C 4.15 -0.29 0.23
O 3.55 0.75 -0.56
C 2.40 1.21 -0.11
O 1.94 0.99 1.00
N 1.81 2.08 -0.98
N 0.45 2.32 -0.68
H 5.15 -0.42 -0.16
H 3.56 -1.20 0.13
H 4.18 0.01 1.28
H 2.03 1.93 -1.95
H -0.15 2.07 -1.45
H 0.32 3.30 -0.47
O -1.59 0.66 -2.01
P -2.17 -0.76 -1.49
O -3.50 -1.07 -2.02
O -1.94 -0.72 0.03
O -1.03 -1.76 -2.08
P 0.42 -1.94 -1.36
O 0.06 -2.89 -0.11
O 1.40 -2.58 -2.24
O 0.77 -0.55 -0.79
H -2.28 1.18 -2.46
H -0.72 -2.56 0.36
O -3.37 3.04 -2.74
S -3.29 3.94 -1.60
O -3.02 5.32 -1.89
N -2.21 3.34 -0.52
C -2.80 2.93 0.58
S -2.02 2.14 1.86
C -4.27 3.19 0.62
C -5.17 2.93 1.64
C -6.50 3.29 1.46
C -6.92 3.90 0.28
C -6.02 4.15 -0.75
C -4.71 3.78 -0.56
H -4.81 2.46 2.55
H -7.21 3.10 2.25
H -7.96 4.19 0.17
H -6.34 4.62 -1.68
C 0.82 0.70 4.05
C -0.28 -0.35 3.89
C -0.14 -1.41 4.99
C -0.26 -0.99 2.49
H 0.80 1.15 5.05
H 0.71 1.50 3.31
H 1.80 0.24 3.89
H -1.25 0.15 4.04
H 0.84 -1.89 4.93
H -0.91 -2.18 4.88
H -0.24 -0.96 5.99
H -1.11 -1.68 2.44
H 0.65 -1.60 2.42
```

LUMO   0.074 Eh
Calculated total energy   -101777.15873 eV
Net charge   -1
HOMO   -5.4997 eV

So, what does the natural (NBO) scheme give us? The charges, in e, come out as: 1.6438 -0.2568 -0.4943 0.9357 -0.6638 -0.4718 -0.6718 0.1910 0.2143 0.1990 0.3960 0.4141 0.3990 -1.0349 2.5590 -1.0972 -1.1639 -1.0803 2.5728 -0.9925 -1.1053 -1.2016 0.5465 0.5184 -0.9630 2.2886 -0.9354 -0.8117 0.1500 -0.2221 -0.1278 -0.1580 -0.2047 -0.1992 -0.2105 -0.2357 0.2422 0.2129 0.2125 0.2281 -0.5954 -0.2156 -0.5991 -0.9657 0.1898 0.2109 0.1947 0.1867 0.1910 0.2007 0.1853 0.1968 0.1987


# 4
Below is a 9-piece molecular cluster, C11H41O12P overall in a non-equilibrium geometry, with properties calculated with wB97M-V/def2-TZVPD.

```
65
C11H41O12P | the Open Molecules 2025 dataset | wB97M-V/def2-TZVPD
C 1.32 -1.37 0.46
O 2.52 -0.80 0.16
P 2.61 0.76 -0.31
O 3.97 1.41 -0.44
O 1.72 0.88 -1.64
C 1.21 2.11 -1.99
O 1.69 1.45 0.81
C 2.11 1.41 2.15
H 1.47 -1.91 1.40
H 0.96 -1.97 -0.37
H 0.50 -0.65 0.48
H 0.21 1.93 -2.39
H 1.85 2.51 -2.78
H 1.13 2.87 -1.21
H 1.61 0.60 2.68
H 1.97 2.30 2.76
H 3.18 1.18 2.19
C 0.39 8.57 -8.27
O -0.42 9.19 -7.32
H 0.85 9.21 -9.02
H 1.16 7.96 -7.80
H -0.21 7.87 -8.84
H -1.16 9.62 -7.76
C -2.68 -2.14 -6.54
O -3.92 -1.48 -6.21
H -2.98 -3.18 -6.72
H -2.21 -1.93 -7.49
H -1.95 -2.00 -5.75
H -4.60 -2.15 -6.12
C -6.83 0.13 -0.65
O -5.48 -0.23 -0.94
H -7.62 -0.53 -1.02
H -7.10 0.33 0.39
H -6.94 1.08 -1.19
H -5.24 0.23 -1.74
C -4.44 6.06 -0.14
O -4.82 5.75 -1.43
H -3.40 6.39 -0.07
H -5.04 6.89 0.23
H -4.70 5.28 0.56
H -5.65 6.21 -1.61
C -3.88 -4.05 5.29
O -4.39 -5.06 6.19
H -4.42 -3.15 5.57
H -2.81 -3.89 5.44
H -4.07 -4.29 4.24
H -4.19 -5.96 5.91
C 7.87 -3.52 -4.44
O 8.68 -3.05 -3.47
H 8.11 -3.35 -5.49
H 7.78 -4.58 -4.23
H 6.95 -2.96 -4.29
H 8.66 -2.10 -3.55
C 4.16 -7.02 4.62
O 5.19 -6.55 3.69
H 3.97 -6.41 5.50
H 3.28 -6.98 3.98
H 4.20 -8.08 4.88
H 5.51 -5.67 3.87
C 0.84 -0.85 9.94
O 0.94 0.52 9.69
H 0.19 -1.17 10.75
H 0.37 -1.36 9.10
H 1.79 -1.32 10.18
H 0.23 0.98 10.15
```

Energy above the lowest of the compared OMol25 structures with the same formula, charge and spin   2.954 eV
LUMO   0.012 Eh
SMILES   COP(=O)(OC)OC.CO.CO.CO.CO.CO.CO.CO.CO
Calculated total energy   -45926.51032 eV
Net charge   0
HOMO   -9.9665 eV

So, what does the natural (NBO) scheme give us? The charges, in e, come out as: -0.2569 -0.7903 2.5410 -1.0633 -0.7975 -0.2564 -0.8308 -0.2562 0.1914 0.1845 0.1866 0.1890 0.1880 0.1970 0.1769 0.2003 0.1965 -0.2455 -0.7154 0.1585 0.1830 0.1541 0.4654 -0.2506 -0.7283 0.1646 0.1712 0.1742 0.4689 -0.2487 -0.7219 0.1614 0.1762 0.1624 0.4702 -0.2407 -0.7166 0.1742 0.1552 0.1593 0.4688 -0.2472 -0.7350 0.1848 0.1633 0.1680 0.4662 -0.2350 -0.7013 0.1489 0.1777 0.1503 0.4593 -0.2586 -0.7411 0.1738 0.1693 0.1820 0.4746 -0.2505 -0.7169 0.1634 0.1589 0.1741 0.4710


# 5
Below is one molecule with the formula C3H5NO2, with properties calculated with wB97M-V/def2-TZVPD.

```
11
C3H5NO2 | the Open Molecules 2025 dataset | wB97M-V/def2-TZVPD
H 1.96 1.37 0.44
N 1.30 0.60 0.43
C 1.20 0.02 -0.69
O 0.25 -0.91 -0.90
C -0.72 -0.94 0.15
C -1.16 0.50 0.42
O -1.61 0.92 1.45
H 1.76 0.22 -1.61
H -0.34 -1.41 1.06
H -1.57 -1.50 -0.25
H -1.08 1.12 -0.51
```

Energy above the lowest of the compared OMol25 structures with the same formula, charge and spin   1.762 eV
LUMO   0.031 Eh
SMILES   [H]/N=C/OCC=O
Calculated total energy   -8775.93288 eV
Net charge   0
HOMO   -9.7530 eV

So, what does the natural (NBO) scheme give us? The charges, in e, come out as: 0.3679 -0.7145 0.4067 -0.4870 -0.1860 0.4347 -0.5189 0.1662 0.2137 0.2155 0.1016